Record 1
DFT (the ωB97M-V functional and the def2-TZVPD basis) results for C25H47F3HgN7O11RbS as an isolated structure at a distorted geometry.

## Properties
- 2S+1 = 1
- total charge = +2
- energy above the lowest of the compared OMol25 structures with the same formula, charge and spin (eV) = 0.0000
- molecular weight (g mol⁻¹) = 996.81

Last column: Mulliken charge in e.
Geometry (Å):
Hg  -11.318  19.796  -11.742  0.55
Rb  -12.651  14.003  -13.732  0.98
C  -10.792  15.751  -7.328  0.57
F  -11.067  14.533  -6.836  -0.19
F  -10.599  16.643  -6.320  -0.20
F  -9.674  15.641  -8.020  -0.21
S  -12.277  16.157  -8.447  1.05
O  -12.356  15.069  -9.414  -0.59
O  -13.418  16.174  -7.508  -0.51
O  -11.942  17.479  -9.052  -0.52
C  -6.435  18.967  -10.744  0.23
O  -7.643  18.917  -10.564  -0.56
N  -5.525  18.704  -9.779  0.07
C  -4.171  18.509  -10.147  -0.86
C  -5.848  18.415  -8.444  -0.89
H  -5.863  19.038  -11.682  0.25
H  -4.012  19.087  -11.057  0.26
H  -4.108  17.451  -10.404  0.40
H  -3.385  18.653  -9.406  0.33
H  -5.467  17.432  -8.167  0.34
H  -5.327  19.151  -7.830  0.33
H  -6.904  18.460  -8.177  0.33
C  -11.671  10.087  -9.579  0.26
O  -12.729  9.447  -9.702  -0.61
N  -10.775  10.115  -8.570  0.11
C  -10.672  9.113  -7.539  -0.97
C  -9.580  10.965  -8.741  -0.90
H  -11.464  10.871  -10.324  0.16
H  -11.495  8.416  -7.383  0.32
H  -10.661  9.700  -6.621  0.34
H  -9.857  8.422  -7.753  0.34
H  -8.830  10.216  -8.995  0.41
H  -9.560  11.804  -9.437  0.26
H  -9.174  11.322  -7.794  0.29
C  -16.732  19.889  -6.722  0.29
O  -16.282  21.002  -6.637  -0.54
N  -17.858  19.419  -6.103  0.11
C  -18.497  18.161  -6.440  -0.88
C  -18.627  20.275  -5.249  -0.92
H  -16.329  19.076  -7.346  0.26
H  -19.354  18.437  -7.055  0.40
H  -18.772  17.544  -5.586  0.28
H  -17.975  17.557  -7.183  0.27
H  -18.761  19.753  -4.301  0.32
H  -18.137  21.230  -5.061  0.31
H  -19.600  20.515  -5.677  0.33
C  -14.091  17.143  -2.802  0.33
O  -13.504  17.891  -2.079  -0.55
N  -14.870  16.151  -2.378  0.07
C  -14.990  15.715  -1.036  -0.90
C  -15.962  15.657  -3.338  -0.83
H  -14.191  17.245  -3.894  0.25
H  -14.352  16.338  -0.409  0.34
H  -14.702  14.672  -0.900  0.30
H  -16.020  15.812  -0.694  0.33
H  -16.935  16.088  -3.106  0.34
H  -15.710  15.825  -4.385  0.24
H  -16.103  14.576  -3.301  0.35
C  -6.102  17.967  -1.203  0.19
O  -5.354  17.989  -0.211  -0.52
N  -7.078  18.847  -1.407  0.18
C  -7.912  18.677  -2.641  -0.94
C  -7.375  19.943  -0.443  -0.88
H  -5.983  17.088  -1.855  0.31
H  -8.959  18.619  -2.343  0.34
H  -7.835  17.784  -3.261  0.34
H  -7.859  19.577  -3.254  0.32
H  -8.428  20.060  -0.187  0.32
H  -6.843  19.850  0.504  0.33
H  -6.953  20.859  -0.857  0.34
C  -16.206  19.885  -11.859  0.17
O  -14.990  19.766  -11.876  -0.60
N  -17.075  18.836  -11.874  0.12
C  -18.486  19.107  -11.789  -0.99
C  -16.693  17.463  -11.787  -0.92
H  -16.782  20.822  -11.912  0.29
H  -18.896  19.082  -10.779  0.29
H  -19.030  18.545  -12.549  0.35
H  -18.680  20.111  -12.166  0.37
H  -17.169  16.989  -12.646  0.34
H  -15.610  17.342  -11.822  0.28
H  -16.959  16.913  -10.884  0.29
C  -15.596  9.607  -5.269  -0.32
C  -14.812  10.418  -4.468  -0.62
C  -14.883  10.334  -3.066  -0.31
C  -15.883  9.513  -2.508  0.02
C  -16.656  8.689  -3.354  -0.12
C  -16.561  8.719  -4.747  -0.60
N  -15.896  9.231  -1.050  0.95
O  -15.331  10.026  -0.295  -0.57
O  -16.547  8.255  -0.702  -0.56
H  -15.506  9.711  -6.340  0.41
H  -14.054  11.020  -4.945  0.47
H  -14.174  10.794  -2.393  0.43
H  -17.392  8.014  -2.943  0.40
H  -17.162  8.025  -5.315  0.40



Record 2
DFT (the ωB97M-V functional and the def2-TZVPD basis) results for one molecule with the formula C2BrClF6Si at a distorted geometry.

## Properties
- 2S+1 = 1
- total charge = 0
- SMILES string = FC(F)(F)[Si](Cl)(Br)C(F)(F)F
- energy above the lowest of the compared OMol25 structures with the same formula, charge and spin (eV) = 0.5786
- molecular weight (g mol⁻¹) = 281.45

Last column: natural (NBO) charge in e.
Geometry (Å):
F  0.990  -2.503  0.573  -0.34
C  0.048  -1.627  0.149  0.70
F  -0.969  -1.975  0.951  -0.32
F  -0.280  -2.002  -1.080  -0.32
Si  0.858  0.227  0.459  1.14
Cl  0.446  0.384  2.864  -0.39
Br  2.862  0.129  -0.248  -0.18
C  -0.004  1.697  -0.499  0.66
F  -0.019  2.785  0.234  -0.31
F  0.511  1.963  -1.697  -0.32
F  -1.246  1.310  -0.705  -0.32